1.
{"formula": "C32H40AgBrGe2N2O2", "method": "wB97M-V/def2-TZVPD", "elements": ["Ag", "O", "C", "C", "C", "C", "C", "C", "C", "O", "N", "N", "C", "C", "Br", "C", "C", "C", "C", "C", "C", "C", "H", "H", "H", "H", "H", "H", "H", "H", "H", "H", "H", "H", "H", "H", "C", "C", "Ge", "C", "C", "C", "C", "Ge", "C", "C", "C", "C", "C", "C", "C", "C", "C", "C", "H", "H", "H", "H", "H", "H", "H", "H", "H", "H", "H", "H", "H", "H", "H", "H", "H", "H", "H", "H", "H", "H", "H", "H", "H", "H"], "positions_angstrom": [[0.1979, -0.8910, 0.4138], [-2.1569, 2.9512, -1.4484], [-0.9284, 3.4247, -1.1108], [-0.3369, 4.3541, -1.9531], [0.9263, 4.8459, -1.6625], [1.6087, 4.4041, -0.5374], [1.0015, 3.4831, 0.3087], [-0.2735, 2.9982, 0.0515], [-1.0220, 2.0463, 0.9644], [-1.4468, 0.9542, 0.2150], [-0.1724, 1.6875, 2.1135], [-0.1704, 0.4293, 2.5890], [0.2534, 0.2587, 3.7798], [0.3712, -1.0423, 4.4403], [0.5214, -2.5641, 3.3321], [0.4504, -1.2155, 5.7595], [0.2688, -0.1760, 6.7950], [1.0939, -0.1956, 7.9205], [0.9550, 0.7527, 8.9205], [-0.0287, 1.7285, 8.8218], [-0.8767, 1.7393, 7.7237], [-0.7319, 0.7923, 6.7191], [-2.2505, 2.0802, -1.0164], [-0.8765, 4.6632, -2.8388], [1.3833, 5.5667, -2.3287], [2.6021, 4.7719, -0.3178], [1.5348, 3.1332, 1.1840], [-1.9044, 2.5752, 1.3552], [-0.0567, 2.4255, 2.7986], [0.5581, 1.1183, 4.3807], [0.6806, -2.2114, 6.1210], [1.8571, -0.9607, 8.0035], [1.6107, 0.7263, 9.7812], [-0.1439, 2.4652, 9.6060], [-1.6658, 2.4771, 7.6553], [-1.4282, 0.7780, 5.8893], [-3.6264, -1.6124, 3.0953], [-3.3830, -0.3657, 2.2348], [-2.3215, -0.7583, 0.6233], [-3.6127, -0.7023, -0.8564], [-4.3596, -2.0342, -1.0033], [0.9796, -2.6866, -0.1915], [2.3005, -2.8558, -0.1365], [2.6654, -0.9852, 0.1950], [3.5464, -0.6016, 1.8842], [5.0460, -0.9047, 1.8228], [3.4344, 0.0051, -1.2950], [4.4874, -0.7653, -2.0897], [3.0602, -4.1202, -0.2939], [4.4450, -4.1025, -0.4389], [5.1689, -5.2785, -0.5859], [4.5135, -6.5009, -0.5833], [3.1316, -6.5358, -0.4277], [2.4156, -5.3587, -0.2809], [-4.2314, -1.3878, 3.9768], [-2.6841, -2.0454, 3.4397], [-4.1501, -2.3947, 2.5396], [-2.8574, 0.3948, 2.8166], [-4.3295, 0.0738, 1.9068], [-3.0560, -0.4702, -1.7678], [-4.3201, 0.1149, -0.6844], [-3.6673, -2.8711, -1.1261], [-5.0279, -2.0376, -1.8668], [-4.9737, -2.2500, -0.1246], [0.2200, -3.4266, -0.4189], [3.0470, -1.1971, 2.6505], [3.3697, 0.4492, 2.1289], [5.2337, -1.9675, 1.6602], [5.5393, -0.6261, 2.7570], [5.5423, -0.3540, 1.0197], [3.8429, 0.9289, -0.8761], [2.6072, 0.3072, -1.9389], [5.3887, -0.9512, -1.5018], [4.7882, -0.2008, -2.9753], [4.1110, -1.7321, -2.4278], [4.9608, -3.1500, -0.4400], [6.2447, -5.2372, -0.7005], [5.0736, -7.4207, -0.6942], [2.6123, -7.4859, -0.4134], [1.3412, -5.4033, -0.1426]], "orbital_gap_ev": 6.706, "lumo_ev": -0.15}


2.
{"formula": "C32H40AsN13OSTl", "method": "wB97M-V/def2-TZVPD", "elements": ["Tl", "N", "C", "N", "N", "N", "N", "C", "N", "N", "N", "N", "H", "C", "N", "C", "C", "O", "N", "C", "C", "H", "H", "H", "H", "H", "H", "H", "H", "H", "H", "H", "H", "C", "C", "C", "C", "C", "C", "As", "C", "C", "C", "C", "C", "C", "C", "C", "C", "C", "C", "C", "H", "H", "H", "H", "H", "H", "H", "H", "H", "H", "H", "H", "H", "H", "H", "N", "C", "C", "C", "C", "C", "N", "H", "H", "H", "H", "H", "H", "C", "S", "C", "H", "H", "H", "H", "H", "H"], "positions_angstrom": [[0.1298, 0.9559, -1.3596], [0.9156, -2.9921, -1.7050], [0.2395, -2.8986, -0.5592], [0.4175, -3.8562, 0.4357], [-0.4406, -3.5851, 1.3429], [-1.0892, -2.4573, 0.9456], [-0.6731, -2.0256, -0.2650], [0.8476, -2.1442, -2.7985], [1.5850, -2.3665, -3.8617], [1.2288, -1.3708, -4.6924], [0.3353, -0.6135, -4.1258], [0.0639, -1.0891, -2.8911], [1.5559, -3.7678, -1.7912], [4.9439, -0.5015, -0.4137], [4.9062, 0.4143, -1.5370], [6.0179, 1.3365, -1.6433], [3.7366, 0.5728, -2.2464], [2.6462, 0.3253, -1.6939], [3.8674, 0.9977, -3.5215], [5.0446, 0.7169, -4.3335], [2.7312, 1.4901, -4.2834], [5.1870, 0.0283, 0.5134], [5.7042, -1.2700, -0.5706], [3.9764, -0.9796, -0.3029], [6.1954, 1.8015, -0.6676], [5.7910, 2.1265, -2.3536], [6.9424, 0.8383, -1.9463], [5.7345, 0.0695, -3.8033], [5.5589, 1.6351, -4.6243], [4.7216, 0.2037, -5.2397], [1.9437, 1.8021, -3.6114], [2.3413, 0.7232, -4.9480], [3.0545, 2.3529, -4.8707], [-2.9138, -4.4592, 5.7031], [-1.9137, -3.5219, 5.4560], [-1.8571, -2.8782, 4.2337], [-2.8071, -3.1917, 3.2626], [-3.7973, -4.1331, 3.4920], [-3.8445, -4.7707, 4.7245], [-2.7975, -2.2582, 1.6097], [-3.3758, -0.4722, 1.9147], [-3.3631, 0.0534, 3.2050], [-3.9121, 1.3075, 3.4225], [-4.4644, 2.0181, 2.3654], [-4.4826, 1.4817, 1.0833], [-3.9405, 0.2295, 0.8496], [-3.9692, -3.0021, 0.3170], [-5.3400, -2.8883, 0.5510], [-6.2236, -3.3441, -0.4112], [-5.7382, -3.8940, -1.5938], [-4.3734, -3.9980, -1.8184], [-3.4750, -3.5501, -0.8605], [-2.9599, -4.9507, 6.6661], [-1.1750, -3.3008, 6.2157], [-1.0744, -2.1590, 4.0332], [-4.5179, -4.3775, 2.7237], [-4.6051, -5.5176, 4.9134], [-2.9349, -0.4989, 4.0267], [-3.9072, 1.7293, 4.4184], [-4.8812, 3.0017, 2.5390], [-4.9165, 2.0410, 0.2651], [-3.9478, -0.1904, -0.1478], [-5.7107, -2.4403, 1.4635], [-7.2896, -3.2573, -0.2477], [-6.4337, -4.2369, -2.3495], [-4.0033, -4.4237, -2.7424], [-2.4110, -3.6181, -1.0400], [3.2779, 2.7523, 0.3122], [2.9147, 3.7487, -0.5648], [3.5855, 4.9843, -0.5370], [3.1997, 5.9763, -1.4059], [2.1592, 5.7330, -2.2990], [1.5684, 4.4914, -2.2587], [1.9078, 3.5083, -1.4118], [4.1910, 2.8478, 0.7240], [3.0603, 1.8135, -0.0038], [4.4071, 5.1298, 0.1549], [3.7154, 6.9290, -1.4081], [1.8187, 6.4866, -2.9955], [0.7676, 4.2491, -2.9521], [1.0456, 2.9634, 3.1329], [0.0611, 1.9613, 2.0051], [-0.9059, 3.2964, 1.2671], [1.6781, 3.6464, 2.5654], [1.6708, 2.2893, 3.7161], [0.3919, 3.5206, 3.8035], [-1.4748, 3.8175, 2.0365], [-1.5958, 2.8568, 0.5494], [-0.2480, 3.9965, 0.7491]], "total_charge": 1, "e_above_lowest_kj_mol": 77.05, "orbital_gap_ev": 7.318, "lumo_ev": -2.79}


3.
{"formula": "C32H40B12Br6N3O3Zn", "method": "wB97M-V/def2-TZVPD", "elements": ["Zn", "Br", "B", "B", "C", "B", "B", "B", "B", "B", "Br", "B", "Br", "B", "Br", "B", "Br", "B", "Br", "H", "H", "H", "H", "H", "H", "C", "C", "C", "C", "C", "C", "C", "C", "H", "H", "H", "H", "H", "C", "C", "C", "C", "C", "C", "C", "C", "O", "B", "O", "C", "C", "H", "H", "H", "H", "H", "H", "H", "H", "H", "H", "H", "H", "C", "N", "C", "C", "C", "N", "C", "C", "O", "H", "H", "H", "H", "H", "H", "H", "H", "H", "H", "H", "H", "N", "C", "C", "C", "C", "C", "C", "C", "H", "H", "H", "H", "H"], "positions_angstrom": [[-0.1944, -1.2519, -0.2501], [-0.4733, -2.5684, 2.2152], [-2.0204, -3.7111, 1.7365], [-3.0280, -4.5465, 2.9076], [-3.5211, -5.9387, 2.0665], [-1.9182, -5.4607, 1.8365], [-2.8622, -6.1477, 0.4995], [-4.5570, -5.6636, 0.7471], [-4.6566, -4.6668, 2.2220], [-3.7060, -3.1877, 1.9851], [-4.0515, -1.4429, 2.8009], [-4.6845, -3.8888, 0.6304], [-6.2400, -2.9418, -0.0728], [-3.5608, -4.8252, -0.4544], [-3.8108, -4.9223, -2.3894], [-1.9134, -4.6783, 0.2413], [-0.2815, -4.4339, -0.8650], [-3.0342, -3.3043, 0.3284], [-2.6288, -1.6831, -0.7892], [-2.8625, -4.5654, 4.0720], [-3.6929, -6.8272, 2.6535], [-1.0297, -6.0665, 2.3138], [-2.6101, -7.2189, 0.0862], [-5.4160, -6.4308, 0.5090], [-5.5797, -4.7852, 2.9400], [0.4187, -0.0372, -2.1183], [0.0764, -0.9531, -2.8491], [-0.3678, -2.0326, -3.6541], [0.5730, -2.9809, -4.0777], [0.1695, -4.0339, -4.8745], [-1.1643, -4.1534, -5.2460], [-2.0960, -3.2069, -4.8401], [-1.7051, -2.1455, -4.0464], [1.6063, -2.8765, -3.7737], [0.8911, -4.7663, -5.2098], [-1.4771, -4.9930, -5.8521], [-3.1294, -3.2978, -5.1449], [-2.4259, -1.4045, -3.7277], [3.2452, 7.9414, -1.7146], [2.3378, 7.0613, -0.8482], [2.7714, 7.1753, 0.6217], [0.8997, 7.5916, -0.9787], [2.4091, 5.5937, -1.2661], [3.5245, 5.0736, -1.9284], [3.6180, 3.7459, -2.3338], [2.5535, 2.9290, -2.0340], [2.3392, 1.6024, -2.3417], [1.0835, 1.3164, -1.8473], [0.5287, 2.4026, -1.2070], [1.4500, 3.4198, -1.3511], [1.3483, 4.7350, -0.9636], [3.0929, 8.9905, -1.4596], [3.0074, 7.8166, -2.7725], [4.3022, 7.7245, -1.5612], [2.6503, 8.2031, 0.9697], [3.8172, 6.8894, 0.7434], [2.1585, 6.5306, 1.2547], [0.9025, 8.6792, -0.9050], [0.2567, 7.2193, -0.1794], [0.4644, 7.3183, -1.9411], [4.3588, 5.7178, -2.1634], [4.4766, 3.3735, -2.8756], [0.4558, 5.0782, -0.4572], [0.5447, 1.0757, 3.1642], [-0.6444, 1.6782, 2.5829], [-1.3059, 2.7169, 3.3678], [-2.7931, 2.7012, 3.0815], [-2.9712, 2.8543, 1.5844], [-2.2282, 1.8118, 0.8852], [-2.7466, 1.4632, -0.4248], [-1.1213, 1.2481, 1.3986], [-0.5131, 0.3247, 0.7909], [0.2913, 0.2086, 3.7759], [1.0359, 1.8132, 3.7959], [1.2314, 0.7716, 2.3779], [-0.8800, 3.6938, 3.1148], [-1.1152, 2.5221, 4.4220], [-3.2973, 3.5093, 3.6084], [-3.2181, 1.7485, 3.4034], [-2.6226, 3.8402, 1.2558], [-4.0211, 2.7558, 1.3091], [-3.6744, 0.8947, -0.3333], [-2.0183, 0.8874, -0.9811], [-2.9474, 2.3788, -0.9832], [1.7279, -1.7651, -0.0885], [2.7425, -2.1108, 0.3191], [3.9933, -2.5368, 0.8219], [5.1149, -1.7132, 0.6741], [6.3285, -2.1322, 1.1828], [6.4269, -3.3574, 1.8311], [5.3074, -4.1642, 1.9906], [4.0845, -3.7628, 1.4886], [5.0206, -0.7632, 0.1651], [7.2021, -1.5040, 1.0772], [7.3841, -3.6882, 2.2109], [5.3902, -5.1087, 2.5102], [3.2040, -4.3812, 1.6048]], "total_charge": 1, "e_above_lowest_kj_mol": 0.00, "orbital_gap_ev": 8.100, "lumo_ev": -2.80}


- What is the formula in the first record?
  C32H40AgBrGe2N2O2